No. 1
{
  "formula": "C29H33AuI2N3OS2Sb",
  "method": "the ωB97M-V functional and the def2-TZVPD basis",
  "lumo_energy_ev": -1.735,
  "charge": 0,
  "total_energy_ev": -85227.0708,
  "gap_ev": 6.0,
  "homo_energy_ev": -7.71,
  "species": ["Au", "I", "C", "C", "C", "I", "C", "C", "C", "C", "N", "C", "C", "O", "H", "H", "H", "H", "S", "C", "C", "C", "C", "N", "C", "C", "C", "S", "C", "N", "H", "H", "C", "C", "C", "C", "Sb", "C", "C", "C", "C", "C", "C", "C", "C", "H", "H", "H", "H", "H", "H", "H", "H", "H", "H", "H", "H", "H", "H", "H", "H", "H", "H", "H", "H", "H", "H", "H", "H", "H", "H", "H"],
  "xyz": [[-0.593, -0.381, 0.240], [-4.943, 2.470, -0.771], [-4.741, 0.465, -0.269], [-5.893, -0.337, -0.168], [-5.802, -1.657, 0.170], [-7.555, -2.769, 0.316], [-4.532, -2.242, 0.419], [-4.324, -3.594, 0.779], [-3.064, -4.059, 0.992], [-1.973, -3.185, 0.844], [-2.127, -1.925, 0.514], [-3.390, -1.426, 0.303], [-3.476, -0.039, -0.033], [-2.392, 0.684, -0.107], [-6.860, 0.110, -0.357], [-5.178, -4.249, 0.887], [-2.881, -5.089, 1.269], [-0.965, -3.536, 0.998], [0.776, -0.902, 2.346], [1.097, -2.540, 1.835], [1.184, -3.553, 2.796], [1.383, -4.878, 2.448], [1.418, -5.885, 3.483], [1.448, -6.685, 4.308], [1.508, -5.234, 1.101], [1.438, -4.243, 0.131], [1.244, -2.908, 0.472], [1.148, -1.733, -0.839], [1.654, -6.611, 0.699], [1.751, -7.707, 0.368], [1.078, -3.289, 3.839], [1.528, -4.519, -0.911], [-1.195, 3.360, 0.746], [0.312, 3.159, 0.902], [0.642, 2.661, 2.309], [1.035, 4.471, 0.607], [0.907, 1.545, -0.466], [3.115, 1.319, -0.387], [3.739, 2.706, -0.286], [3.474, 0.496, 0.844], [3.617, 0.615, -1.647], [0.285, 2.009, -2.515], [0.894, 0.966, -3.454], [-1.235, 1.899, -2.582], [0.751, 3.417, -2.873], [-1.549, 3.969, 1.587], [-1.764, 2.434, 0.745], [-1.433, 3.904, -0.171], [0.246, 3.381, 3.034], [1.718, 2.582, 2.475], [0.191, 1.692, 2.524], [0.655, 5.221, 1.310], [0.841, 4.842, -0.399], [2.109, 4.412, 0.748], [3.559, 3.164, 0.684], [3.406, 3.391, -1.069], [4.823, 2.588, -0.394], [3.070, 0.906, 1.767], [4.569, 0.485, 0.929], [3.125, -0.527, 0.759], [3.643, 1.290, -2.503], [3.043, -0.269, -1.903], [4.646, 0.291, -1.455], [0.743, -0.056, -3.098], [1.957, 1.122, -3.615], [0.395, 1.051, -4.425], [-1.590, 0.914, -2.290], [-1.544, 2.079, -3.619], [-1.745, 2.625, -1.952], [1.821, 3.567, -2.709], [0.202, 4.179, -2.319], [0.557, 3.584, -3.938]],
  "atomic_forces_ev_per_a": [[-0.452, -0.404, -0.445], [0.029, 0.041, -0.004], [-0.154, -0.018, 0.001], [0.138, 0.091, -0.006], [0.121, -0.007, 0.025], [-0.109, -0.074, 0.005], [-0.085, -0.056, -0.004], [-0.114, 0.041, -0.008], [0.146, -0.005, 0.003], [-0.143, -0.012, -0.023], [-0.144, 0.078, 0.032], [0.171, -0.123, 0.052], [0.218, -0.069, 0.035], [-0.213, 0.160, 0.094], [0.024, 0.001, -0.003], [0.005, 0.004, -0.012], [0.007, 0.036, -0.006], [0.016, -0.009, 0.015], [-0.069, -0.145, 0.338], [0.153, 0.140, -0.125], [-0.011, 0.095, 0.023], [-0.045, -0.182, 0.274], [0.065, 0.096, -0.166], [-0.023, 0.067, -0.027], [-0.010, -0.252, -0.177], [0.050, 0.035, -0.038], [0.150, 0.231, 0.085], [-0.126, -0.247, -0.084], [-0.004, 0.163, 0.103], [0.012, 0.064, -0.009], [-0.023, -0.015, -0.010], [-0.030, 0.000, 0.005], [0.029, 0.143, 0.099], [-0.034, -0.122, -0.075], [0.008, 0.097, 0.000], [-0.075, 0.054, 0.101], [0.440, 0.094, 0.079], [-0.295, -0.181, 0.031], [0.082, -0.009, -0.019], [0.206, 0.081, 0.007], [0.172, 0.150, -0.006], [-0.005, -0.220, 0.144], [-0.029, 0.039, -0.046], [-0.023, 0.162, -0.157], [-0.015, -0.023, -0.113], [0.045, 0.032, -0.052], [0.017, 0.030, 0.048], [0.000, -0.024, -0.003], [0.025, 0.000, -0.031], [-0.009, -0.019, -0.002], [-0.032, 0.055, 0.005], [-0.006, -0.012, -0.035], [-0.018, -0.009, 0.014], [-0.027, 0.039, 0.045], [0.047, -0.042, 0.008], [0.012, -0.013, 0.022], [-0.020, 0.010, -0.002], [0.006, 0.016, -0.008], [-0.052, 0.001, -0.034], [-0.009, -0.054, -0.014], [0.016, 0.008, 0.023], [0.011, -0.036, 0.028], [-0.019, 0.055, -0.011], [-0.039, 0.031, -0.023], [-0.018, -0.007, -0.013], [0.016, 0.007, 0.027], [0.020, -0.040, -0.050], [0.034, 0.017, 0.044], [0.002, -0.012, 0.028], [-0.018, -0.018, -0.029], [0.003, -0.019, -0.001], [0.000, 0.016, 0.029]]
}


No. 2
{
  "formula": "C29H33Cl4N5",
  "method": "the ωB97M-V functional and the def2-TZVPD basis",
  "lumo_energy_ev": 0.305,
  "charge": 0,
  "total_energy_ev": -88145.6649,
  "gap_ev": 9.5,
  "homo_energy_ev": -9.20,
  "smiles": "c1ccncc1.c1ccncc1.c1ccncc1.c1ccncc1.c1ccncc1.ClCCCl.ClCCCl",
  "species": ["C", "C", "C", "N", "C", "C", "H", "H", "H", "H", "H", "C", "C", "C", "N", "C", "C", "H", "H", "H", "H", "H", "C", "C", "C", "N", "C", "C", "H", "H", "H", "H", "H", "C", "C", "C", "N", "C", "C", "H", "H", "H", "H", "H", "C", "C", "C", "N", "C", "C", "H", "H", "H", "H", "H", "Cl", "C", "C", "Cl", "H", "H", "H", "H", "Cl", "C", "C", "Cl", "H", "H", "H", "H"],
  "xyz": [[-1.962, -2.753, -0.926], [-1.844, -4.034, -1.534], [-2.409, -5.186, -0.993], [-2.999, -5.107, 0.235], [-3.243, -3.938, 0.848], [-2.675, -2.717, 0.295], [-1.488, -1.876, -1.343], [-1.226, -4.243, -2.394], [-2.465, -6.104, -1.557], [-3.770, -4.034, 1.786], [-2.866, -1.819, 0.865], [1.541, 0.596, -2.801], [1.457, -0.264, -1.726], [2.175, -1.397, -1.818], [3.146, -1.658, -2.759], [3.183, -0.803, -3.724], [2.391, 0.318, -3.889], [0.873, 1.444, -2.835], [0.720, -0.024, -0.973], [1.939, -2.217, -1.156], [4.000, -1.069, -4.378], [2.529, 1.014, -4.703], [-0.939, -1.866, 6.441], [-1.441, -3.146, 6.209], [-2.511, -3.460, 5.286], [-3.041, -2.470, 4.559], [-2.599, -1.183, 4.718], [-1.562, -0.867, 5.671], [-0.191, -1.711, 7.205], [-0.961, -3.849, 6.874], [-2.868, -4.472, 5.165], [-3.060, -0.391, 4.148], [-1.389, 0.175, 5.898], [2.990, 3.993, -4.987], [4.266, 4.004, -4.446], [4.526, 4.162, -3.074], [3.469, 4.333, -2.200], [2.193, 4.311, -2.744], [1.913, 4.061, -4.114], [2.908, 4.025, -6.063], [5.117, 3.929, -5.106], [5.503, 4.143, -2.614], [1.384, 4.373, -2.031], [0.887, 4.131, -4.444], [4.630, 1.314, -0.804], [3.718, 1.964, 0.058], [4.147, 3.093, 0.722], [5.428, 3.556, 0.678], [6.278, 2.837, -0.097], [5.939, 1.749, -0.853], [4.361, 0.436, -1.373], [2.743, 1.533, 0.231], [3.444, 3.691, 1.283], [7.252, 3.284, -0.235], [6.606, 1.249, -1.540], [-6.273, -3.944, 2.497], [-6.646, -3.048, 1.053], [-6.704, -1.538, 1.323], [-5.192, -0.648, 1.166], [-7.644, -3.405, 0.798], [-6.030, -3.332, 0.200], [-7.132, -1.258, 2.285], [-7.390, -0.992, 0.674], [-1.386, 1.238, 2.787], [-2.021, 1.501, 1.109], [-1.513, 2.870, 0.502], [0.122, 2.700, 0.052], [-3.109, 1.451, 1.153], [-1.654, 0.631, 0.564], [-1.542, 3.590, 1.319], [-2.034, 3.123, -0.421]],
  "atomic_forces_ev_per_a": [[-0.745, -1.884, 1.458], [0.271, -0.030, -0.062], [-0.591, 2.469, 1.905], [-1.105, -0.569, -0.688], [2.621, 0.241, -2.337], [-0.680, -1.360, -0.036], [-0.005, 0.012, -0.049], [-0.067, 0.658, -0.459], [0.336, -0.277, 0.352], [0.103, 0.508, 0.085], [0.236, 0.170, -0.220], [0.305, 0.668, -1.703], [-0.902, 1.032, -0.756], [1.403, -2.261, -0.004], [-2.398, -0.613, 2.652], [1.741, 0.407, -1.655], [-0.704, 0.611, 1.713], [0.143, 0.302, 0.001], [0.140, -0.400, 0.332], [0.454, -0.090, 0.406], [-0.024, 0.499, -0.824], [-0.151, -0.147, -0.111], [-2.105, -0.176, -1.798], [-0.300, -0.517, 0.025], [2.181, 2.379, 1.218], [0.089, 0.824, -0.200], [1.570, -1.912, 2.174], [-1.224, -0.109, -0.493], [0.018, 0.257, -0.126], [-0.377, -0.888, -0.322], [-0.128, 0.021, -0.075], [-0.139, -0.219, -0.061], [0.301, 0.187, -0.312], [0.180, 0.216, 0.628], [1.138, 0.110, 0.511], [-3.256, 0.018, 0.375], [-0.651, -0.074, -2.000], [2.264, -1.056, -0.381], [0.487, 1.130, 1.195], [-0.314, -0.338, -0.060], [0.091, -0.016, -0.140], [0.088, 0.075, -0.189], [-0.023, 0.239, 0.100], [-0.059, -0.222, -0.132], [-0.645, 0.009, 1.083], [0.937, -0.949, -0.780], [1.296, 0.436, 0.054], [-0.658, -1.235, -0.855], [-0.279, 1.766, 0.520], [-0.854, -0.472, -0.545], [-0.300, -0.040, -0.014], [-0.199, 0.265, -0.184], [0.021, 0.019, 0.264], [0.335, -0.071, 0.389], [0.372, 0.149, 0.145], [0.548, -0.509, 0.774], [-1.035, 0.847, -0.510], [-1.078, 0.387, -0.135], [0.556, 0.071, 0.085], [-0.130, 0.366, -0.120], [0.418, 0.184, 0.330], [0.378, -0.674, 0.329], [0.054, -0.549, -0.627], [-0.146, 0.397, -0.610], [0.272, 0.595, -0.159], [-1.476, -1.704, 1.309], [2.246, -0.098, -0.576], [0.084, 0.185, 0.107], [-0.036, 0.273, -0.244], [-0.440, 0.301, -0.462], [-0.458, 0.175, 0.497]]
}


No. 3
{
  "formula": "C29H33FHfN10O3S2",
  "method": "the ωB97M-V functional and the def2-TZVPD basis",
  "lumo_energy_ev": -10.195,
  "charge": 4,
  "total_energy_ev": -77315.9173,
  "gap_ev": 7.7,
  "homo_energy_ev": -17.88,
  "species": ["Hf", "C", "C", "N", "N", "C", "S", "N", "N", "H", "H", "H", "H", "H", "H", "C", "N", "C", "C", "N", "C", "S", "C", "C", "C", "C", "C", "N", "H", "H", "H", "H", "H", "H", "H", "H", "H", "F", "C", "C", "C", "C", "O", "C", "C", "N", "C", "C", "C", "C", "C", "C", "N", "C", "C", "N", "C", "C", "C", "O", "O", "H", "H", "H", "H", "H", "H", "H", "H", "H", "H", "H", "H", "H", "H", "H", "H", "H", "H"],
  "xyz": [[1.366, -1.849, 2.378], [6.405, -1.978, -0.629], [6.019, -1.914, 0.786], [6.836, -1.826, 1.779], [6.123, -1.789, 2.906], [4.814, -1.850, 2.653], [3.515, -1.828, 3.735], [4.712, -1.932, 1.290], [3.472, -2.010, 0.640], [7.493, -1.986, -0.670], [6.049, -1.112, -1.188], [6.036, -2.881, -1.116], [6.600, -1.725, 3.800], [3.391, -2.916, 0.155], [3.417, -1.269, -0.071], [-2.529, 1.199, 4.156], [-2.486, -0.237, 4.122], [-3.565, -1.072, 4.211], [-3.109, -2.343, 4.227], [-1.726, -2.300, 4.136], [-1.366, -0.977, 4.057], [0.194, -0.280, 4.004], [-0.885, -3.420, 4.274], [-1.348, -4.542, 4.960], [-0.528, -5.651, 5.070], [0.751, -5.597, 4.522], [1.144, -4.444, 3.872], [0.349, -3.358, 3.733], [-3.537, 1.544, 3.936], [-1.825, 1.608, 3.432], [-2.239, 1.562, 5.144], [-4.576, -0.716, 4.255], [-3.666, -3.254, 4.275], [-2.327, -4.550, 5.414], [-0.883, -6.544, 5.564], [1.424, -6.437, 4.604], [2.139, -4.376, 3.434], [0.453, 4.287, -0.422], [0.042, 3.131, -0.955], [0.342, 1.997, -0.260], [-0.065, 0.730, -0.721], [0.282, -0.463, -0.009], [0.999, -0.397, 1.086], [-0.161, -1.679, -0.577], [-0.884, -1.652, -1.763], [-1.210, -0.547, -2.415], [-1.923, -0.667, -3.669], [-3.341, -0.180, -3.786], [-3.053, -1.649, -3.782], [-0.813, 0.683, -1.931], [-1.110, 1.860, -2.615], [-0.706, 3.127, -2.173], [-0.984, 4.264, -2.872], [-0.333, 5.543, -2.581], [-0.675, 6.591, -3.641], [-0.660, 5.971, -4.988], [-1.748, 4.954, -5.117], [-2.142, 4.414, -3.732], [0.143, -3.057, -0.033], [-0.266, -4.036, -0.593], [0.896, -3.115, 1.053], [0.895, 2.072, 0.664], [-1.185, -2.600, -2.191], [-1.264, -0.544, -4.522], [-3.641, 0.278, -4.716], [-3.813, 0.245, -2.913], [-3.154, -2.200, -4.704], [-3.341, -2.213, -2.908], [-1.663, 1.773, -3.533], [0.749, 5.390, -2.548], [-0.645, 5.947, -1.612], [0.056, 7.399, -3.585], [-1.664, 7.022, -3.478], [0.254, 5.527, -5.147], [-0.762, 6.694, -5.712], [-1.410, 4.154, -5.778], [-2.628, 5.419, -5.566], [-2.674, 3.474, -3.859], [-2.842, 5.105, -3.247]],
  "atomic_forces_ev_per_a": [[1.664, 0.765, 2.230], [0.126, -0.034, -0.348], [-0.325, -0.017, 0.225], [1.143, -0.008, -0.662], [-1.454, -0.064, -0.087], [0.265, -0.019, -0.710], [-0.229, 0.126, 0.755], [0.623, 0.071, 0.742], [0.063, -0.096, -0.033], [-0.053, -0.002, -0.044], [-0.025, 0.047, 0.022], [-0.019, -0.048, 0.032], [-0.161, -0.004, -0.021], [0.123, 0.357, 0.272], [0.065, -0.219, 0.337], [0.108, 0.985, 0.121], [0.623, -1.000, -0.208], [-0.265, -0.800, 0.131], [-0.525, 0.278, 0.000], [-0.241, 1.075, -0.166], [0.033, -0.112, 0.275], [0.116, 0.122, 0.237], [0.507, -0.541, 0.241], [0.137, 0.335, -0.206], [0.200, 0.210, -0.268], [-0.034, 0.132, -0.013], [-0.068, -0.305, 0.144], [-0.605, -0.381, 0.276], [0.063, -0.122, -0.016], [-0.097, -0.043, -0.030], [-0.053, -0.052, -0.021], [-0.127, 0.109, 0.040], [-0.056, -0.214, -0.038], [-0.034, 0.065, 0.004], [0.022, -0.014, 0.098], [0.068, 0.011, -0.055], [-0.171, -0.057, 0.073], [-0.049, 0.078, -0.065], [0.089, -0.301, 0.261], [-0.060, 0.058, -0.222], [0.000, -0.011, -0.048], [-0.589, -0.059, -1.222], [-0.305, 0.491, -0.885], [0.348, 0.200, 0.483], [0.164, -0.179, 0.202], [-0.016, -0.367, 0.354], [-0.319, -0.054, -0.701], [0.000, -0.061, 0.053], [0.003, 0.068, -0.004], [0.387, 0.419, 0.654], [-0.057, 0.219, -0.048], [0.173, -0.718, 0.197], [0.068, 0.239, -0.228], [0.188, 0.229, 0.275], [0.056, 0.257, 0.772], [0.372, 0.175, -0.409], [-0.732, -0.704, 0.057], [-0.181, 0.082, -0.088], [-0.962, -0.471, -1.565], [0.158, 0.266, 0.251], [-0.357, -0.838, -0.868], [0.033, 0.111, 0.047], [-0.057, 0.071, -0.071], [-0.029, -0.007, 0.049], [0.056, 0.036, -0.105], [0.001, -0.033, 0.167], [0.098, 0.017, -0.064], [-0.013, 0.033, 0.111], [-0.030, 0.000, -0.129], [-0.110, 0.079, 0.004], [0.086, 0.041, -0.162], [-0.086, -0.087, -0.161], [0.095, -0.026, -0.167], [-0.196, 0.142, -0.011], [0.056, -0.166, 0.095], [0.097, 0.179, 0.048], [0.198, 0.089, -0.056], [0.033, 0.085, -0.027], [-0.021, -0.121, -0.104]]
}


Quick rundown of energy relative to the best compared isomer or geometry (same formula, charge and spin), same order as above: 15.81, 44.29, 4.34 kcal/mol